1.
A cluster of 3 separate species, C8H22Br2O8P2 in total at a distorted geometry. Source: the OMol25 dataset; level of theory: ωB97M-V with the def2-TZVPD basis set.

The value obtained for the highest occupied orbital energy is -10.40 eV. The value obtained for the energy relative to the best compared isomer or geometry (same formula, charge and spin) is 0.8452 eV. For the total energy, the calculation gives -6750.8289 Ha. Its SMILES is COP(=O)(OC)OC.COP(=O)(OC)OC.BrCCBr.

Each line ends with the Löwdin charge.
Element x y z (Å)
C  0.243  7.091  -0.137  -0.120
O  -0.498  5.897  0.061  -0.219
P  -0.414  4.724  -1.052  0.351
O  0.860  4.580  -1.714  -0.209
O  -0.978  3.444  -0.276  -0.243
C  -0.188  2.906  0.823  -0.091
O  -1.606  5.129  -2.011  -0.210
C  -2.911  4.525  -2.072  -0.070
H  0.403  7.355  -1.177  0.089
H  1.088  7.194  0.544  0.088
H  -0.335  7.930  0.275  0.084
H  -0.606  3.337  1.729  0.092
H  0.863  3.131  0.661  0.085
H  -0.367  1.836  0.790  0.022
H  -3.046  3.838  -1.240  0.077
H  -2.881  3.972  -3.014  0.091
H  -3.691  5.279  -2.117  0.087
C  0.765  -3.150  -1.956  -0.119
O  -0.275  -3.636  -1.125  -0.217
P  0.039  -4.626  0.114  0.409
O  1.331  -5.315  0.064  -0.225
O  -0.332  -3.696  1.364  -0.244
C  -0.291  -4.178  2.713  -0.087
O  -1.154  -5.709  0.123  -0.216
C  -2.491  -5.365  -0.223  -0.103
H  0.676  -3.618  -2.941  0.092
H  1.735  -3.536  -1.634  0.055
H  0.833  -2.075  -2.112  0.086
H  0.297  -3.564  3.393  0.081
H  -0.114  -5.249  2.768  0.092
H  -1.313  -3.984  3.057  0.090
H  -2.592  -4.324  -0.542  0.082
H  -3.122  -5.415  0.667  0.089
H  -2.824  -6.018  -1.026  0.091
Br  4.382  -2.053  -0.493  0.652
C  3.499  -1.484  1.153  -0.657
C  2.307  -0.685  0.711  -0.685
Br  1.064  -0.139  2.148  0.643
H  4.241  -0.953  1.740  0.058
H  3.159  -2.363  1.697  0.058
H  1.642  -1.257  0.073  0.016
H  2.603  0.224  0.193  0.057

Cartesian forces, eV/Å:
C -0.65 1.62 1.07
O 0.46 -0.87 -0.26
P -1.89 0.49 1.05
O 1.12 -0.02 -0.38
O 0.38 0.78 -0.25
C -0.76 0.10 -0.72
O -0.09 -0.10 0.12
C 0.73 -0.48 -0.56
H 0.51 -0.40 -0.08
H 0.64 -0.85 -0.65
H -0.62 -0.31 -0.31
H 0.36 -0.03 0.20
H 0.06 -0.02 0.24
H 0.15 0.05 0.14
H -0.18 0.08 0.00
H -0.47 -0.11 0.15
H 0.19 0.17 0.16
C 1.40 -1.22 -1.08
O -0.33 -0.18 1.29
P -0.72 -0.38 -0.36
O -0.24 0.58 0.35
O 1.07 0.19 -0.75
C -1.79 0.19 0.22
O 0.77 0.64 -0.40
C -0.41 0.81 0.29
H -0.43 0.19 -0.03
H -0.05 0.31 0.39
H -0.58 0.10 0.57
H 0.72 -0.13 -0.56
H 0.39 0.08 0.06
H 0.04 -0.39 0.17
H 0.28 -0.11 -0.26
H 0.00 -0.51 -0.09
H -0.09 -0.08 0.16
Br 0.04 -0.05 0.21
C -0.41 -0.37 0.15
C -0.51 0.52 -0.18
Br 0.61 -0.23 0.10
H -0.13 0.20 -0.04
H 0.26 -0.14 -0.13
H 0.24 -0.14 -0.09
H -0.08 0.04 0.08

---

2.
An isolated molecule of C4H13BrN2Si at a distorted geometry. Source: the OMol25 dataset; level of theory: ωB97M-V with the def2-TZVPD basis set.

The value obtained for the highest occupied orbital energy is -8.36 eV. The value obtained for the energy relative to the best compared isomer or geometry (same formula, charge and spin) is 0.3098 eV. For the total energy, the calculation gives -3133.2398 Ha. Its SMILES is CN(C)[SiH](Br)N(C)C.

Each line ends with the Löwdin charge.
Element x y z (Å)
C  -0.919  2.432  -0.818  -0.184
N  -0.006  1.564  -0.099  -0.399
C  0.030  1.944  1.309  -0.187
Si  0.761  0.040  -0.801  0.225
Br  2.814  0.369  -0.034  0.375
N  0.144  -1.557  -0.281  -0.376
C  -0.963  -1.903  0.569  -0.157
C  0.994  -2.644  -0.602  -0.190
H  -1.971  2.099  -0.796  0.076
H  -0.863  3.437  -0.340  0.080
H  -0.569  2.632  -1.869  0.079
H  0.898  2.646  1.510  0.089
H  -0.877  2.462  1.625  0.069
H  0.099  0.953  1.822  0.072
H  0.507  0.244  -2.169  -0.029
H  -0.660  -2.546  1.502  0.111
H  -1.450  -0.955  0.938  0.083
H  -1.744  -2.490  0.161  0.053
H  1.293  -2.717  -1.621  0.072
H  1.869  -2.507  0.075  0.065
H  0.614  -3.502  -0.081  0.072

Cartesian forces, eV/Å:
C 0.61 0.91 -0.97
N -0.05 -1.52 -0.95
C 1.24 -1.15 0.06
Si -2.56 1.46 3.37
Br 0.41 -0.45 -0.23
N -0.58 2.35 -0.92
C 0.38 1.22 2.83
C 1.68 0.08 2.80
H 0.24 0.11 -0.15
H -0.20 -0.56 -0.31
H -0.56 -0.50 0.75
H -0.76 -0.94 0.09
H -0.10 -0.25 -0.06
H 0.27 1.23 0.56
H 0.32 -0.02 -1.46
H -0.09 1.34 -1.32
H 0.48 -0.96 -0.17
H -0.70 -0.61 -1.22
H 0.06 -0.52 -0.82
H 0.50 -0.15 -0.97
H -0.59 -1.08 -0.89

---

3.
The ion C13H30P with charge +1 at a distorted geometry. Source: the OMol25 dataset; level of theory: ωB97M-V with the def2-TZVPD basis set.

The value obtained for the highest occupied orbital energy is -14.10 eV. For the total energy, the calculation gives -854.3938 Ha. The charge is +1.

Each line ends with the Löwdin charge.
Element x y z (Å)
C  3.058  3.982  0.426  -0.096
C  3.763  -1.845  1.552  -0.096
C  -4.874  -2.353  0.398  -0.121
C  1.600  3.458  0.299  -0.273
C  2.287  -2.107  1.335  -0.257
C  -4.381  -1.066  -0.212  -0.237
C  1.382  2.020  -0.119  -0.303
C  1.637  -1.560  0.034  -0.190
C  -2.781  -0.942  -0.116  -0.271
C  0.135  -0.179  -2.581  -0.090
C  -0.065  1.754  -0.175  -0.299
C  0.121  -1.156  0.220  -0.257
C  -2.217  0.137  -0.951  -0.331
P  -0.535  0.153  -0.834  0.983
H  3.426  4.256  -0.531  0.056
H  3.204  4.809  1.142  0.084
H  3.686  3.214  0.883  0.073
H  3.883  -0.780  1.626  0.066
H  4.127  -2.372  2.457  0.096
H  4.265  -2.235  0.698  0.064
H  -5.930  -2.251  0.713  0.087
H  -4.310  -2.665  1.317  0.091
H  -4.737  -3.147  -0.327  0.072
H  0.951  4.113  -0.314  0.119
H  1.338  3.522  1.414  0.133
H  2.044  -3.145  1.611  0.123
H  1.861  -1.637  2.180  0.080
H  -4.727  -1.007  -1.284  0.130
H  -4.715  -0.248  0.367  0.089
H  1.891  1.998  -1.125  0.138
H  1.912  1.302  0.646  0.153
H  1.646  -2.367  -0.781  0.143
H  1.952  -0.719  -0.430  0.028
H  -2.621  -0.825  0.980  0.130
H  -2.360  -1.919  -0.358  0.101
H  -0.541  -0.692  -3.269  0.072
H  0.976  -0.804  -2.458  0.022
H  0.418  0.745  -3.032  0.048
H  -0.500  2.454  -0.907  0.122
H  -0.418  1.871  0.825  0.112
H  -0.077  -0.712  1.202  0.105
H  -0.523  -2.004  0.091  0.076
H  -2.689  1.087  -0.702  0.129
H  -2.561  -0.138  -1.910  0.099

Cartesian forces, eV/Å:
C -0.41 -0.62 0.47
C -0.42 -0.75 -0.04
C 0.00 -0.39 1.03
C 0.31 1.08 3.23
C -0.26 0.02 0.40
C 2.03 -0.34 -1.09
C 3.46 -0.33 0.06
C -2.57 -3.65 0.23
C -2.90 -1.84 2.01
C -1.10 0.51 1.37
C -0.11 -0.35 -1.74
C 0.30 -0.07 0.42
C -2.93 0.26 0.54
P 3.62 -0.55 -2.02
H 0.74 0.27 -0.79
H -0.66 -0.03 -0.58
H 0.04 -0.29 -0.38
H 0.56 0.45 0.10
H -0.20 0.49 -0.51
H 1.01 -0.12 -0.58
H 0.48 -0.30 -0.40
H -0.35 0.46 -0.71
H -0.31 -0.35 0.01
H 0.39 -0.11 0.49
H -0.75 0.06 -1.54
H -0.02 -0.01 -1.10
H -1.09 1.04 0.84
H 0.33 0.24 1.07
H -0.80 1.14 0.25
H -0.48 -0.83 0.78
H -0.77 1.27 -1.60
H 0.09 1.03 1.10
H 2.67 2.51 -0.85
H 0.24 0.11 -0.63
H -0.11 0.06 -0.23
H -0.36 0.11 0.52
H 1.19 -0.56 0.04
H 0.32 0.70 -0.34
H -0.32 0.06 0.60
H -1.03 0.11 0.62
H 0.18 -0.42 0.29
H -0.22 -0.41 0.22
H 0.21 0.20 0.03
H 0.01 0.15 -1.56

---

> Which value of highest occupied orbital energy does entry 1 give?

-10.40 eV

---

> What is the highest occupied orbital energy in the second record?

-8.36 eV

---

> What is the highest occupied orbital energy in the third record?

-14.10 eV

---

What did the second record say?
An isolated molecule of C4H13BrN2Si at a distorted geometry. Source: the OMol25 dataset; level of theory: ωB97M-V with the def2-TZVPD basis set.

The value obtained for the highest occupied orbital energy is -8.36 eV. The value obtained for the energy relative to the best compared isomer or geometry (same formula, charge and spin) is 0.3098 eV. For the total energy, the calculation gives -3133.2398 Ha. Its SMILES is CN(C)[SiH](Br)N(C)C.

Each line ends with the Löwdin charge.
Element x y z (Å)
C  -0.919  2.432  -0.818  -0.184
N  -0.006  1.564  -0.099  -0.399
C  0.030  1.944  1.309  -0.187
Si  0.761  0.040  -0.801  0.225
Br  2.814  0.369  -0.034  0.375
N  0.144  -1.557  -0.281  -0.376
C  -0.963  -1.903  0.569  -0.157
C  0.994  -2.644  -0.602  -0.190
H  -1.971  2.099  -0.796  0.076
H  -0.863  3.437  -0.340  0.080
H  -0.569  2.632  -1.869  0.079
H  0.898  2.646  1.510  0.089
H  -0.877  2.462  1.625  0.069
H  0.099  0.953  1.822  0.072
H  0.507  0.244  -2.169  -0.029
H  -0.660  -2.546  1.502  0.111
H  -1.450  -0.955  0.938  0.083
H  -1.744  -2.490  0.161  0.053
H  1.293  -2.717  -1.621  0.072
H  1.869  -2.507  0.075  0.065
H  0.614  -3.502  -0.081  0.072

Cartesian forces, eV/Å:
C 0.61 0.91 -0.97
N -0.05 -1.52 -0.95
C 1.24 -1.15 0.06
Si -2.56 1.46 3.37
Br 0.41 -0.45 -0.23
N -0.58 2.35 -0.92
C 0.38 1.22 2.83
C 1.68 0.08 2.80
H 0.24 0.11 -0.15
H -0.20 -0.56 -0.31
H -0.56 -0.50 0.75
H -0.76 -0.94 0.09
H -0.10 -0.25 -0.06
H 0.27 1.23 0.56
H 0.32 -0.02 -1.46
H -0.09 1.34 -1.32
H 0.48 -0.96 -0.17
H -0.70 -0.61 -1.22
H 0.06 -0.52 -0.82
H 0.50 -0.15 -0.97
H -0.59 -1.08 -0.89